[1]
C32H41ClGeINO5SSbW | ωB97M-V/def2-TZVPD

```
85
Properties=species:S:1:pos:R:3:forces:R:3:mulliken_charge:R:1
W 0.11333 0.22729 -0.70328 -0.78 0.02 0.13 1.425
O 1.47954 -0.29510 -4.22923 -0.02 0.41 0.38 -0.432
Cl 1.67303 0.46735 -3.07592 0.31 -0.48 -0.08 1.504
O 2.69861 1.43064 -3.10263 -0.50 -0.22 -0.08 -0.468
O 1.83526 -0.42107 -1.84082 0.09 0.38 -0.51 -0.582
O 0.35556 1.13004 -2.59248 0.46 0.04 0.03 -0.531
I -0.38972 -5.05718 2.23359 0.08 -0.06 0.09 0.187
C -1.20277 -3.17303 1.99759 -0.05 -0.02 -0.08 -0.777
C -2.22414 -2.70821 2.82230 -0.03 0.07 0.04 -0.247
C -2.72372 -1.43445 2.61322 0.02 -0.08 0.05 -1.347
C -2.18268 -0.64932 1.61182 -0.13 0.15 -0.08 -0.432
N -1.19772 -1.09059 0.82843 0.47 0.18 -0.68 0.532
C -0.72662 -2.33858 1.00397 -0.18 -0.01 0.12 -0.265
H -2.62004 -3.33140 3.61422 -0.01 -0.01 -0.02 0.529
H -3.52817 -1.04761 3.22357 0.01 0.03 -0.01 0.650
H -2.54781 0.35095 1.42160 0.00 -0.03 0.08 0.481
H 0.05340 -2.67622 0.33426 0.06 0.00 0.03 0.409
S -1.57833 1.57554 -0.54837 0.98 -0.28 -0.15 -0.118
Sb 1.53535 2.64923 -0.12929 0.34 1.91 2.44 1.496
C 0.62526 3.09941 1.73104 -0.34 -0.22 -0.12 0.350
C 0.53714 4.43074 2.14185 0.01 -0.07 -0.12 -0.446
C -0.10040 4.74255 3.33645 0.03 0.04 0.00 -0.820
C -0.63833 3.73927 4.12580 0.00 -0.05 -0.01 -0.728
C -0.52969 2.40918 3.72844 0.00 0.03 0.05 -0.777
C 0.08888 2.08899 2.53312 0.04 0.06 0.03 -0.476
C 1.68394 4.60092 -0.84999 -0.14 -0.37 -0.73 0.542
C 2.98723 5.07474 -1.01396 -0.07 0.02 -0.12 -0.469
C 3.15215 6.44029 -1.19081 -0.01 0.02 0.09 -0.729
C 2.04053 7.27449 -1.26388 -0.02 -0.08 -0.07 -0.581
C 0.74561 6.76098 -1.15871 0.03 0.07 0.03 -0.585
C 0.55067 5.40715 -0.96563 0.05 -0.01 -0.13 -0.421
C 3.45629 2.05675 0.55134 -0.03 -0.39 -0.50 0.976
C 4.39024 1.42307 -0.26388 0.08 0.05 0.06 -0.576
C 5.62523 1.09996 0.27686 0.07 0.02 0.00 -0.722
C 5.91068 1.40858 1.60341 -0.04 0.00 0.03 -0.660
C 4.97141 2.05736 2.39569 -0.04 0.05 -0.04 -0.767
C 3.71759 2.37263 1.88441 -0.04 -0.11 -0.02 -0.546
H 0.96633 5.22359 1.54756 -0.03 0.06 0.03 0.475
H -0.18184 5.77867 3.63757 0.04 -0.02 0.03 0.468
H -1.14125 3.98704 5.05128 0.01 0.01 -0.01 0.434
H -0.93489 1.62324 4.35300 0.01 0.01 0.00 0.493
H 0.15420 1.04812 2.24915 0.02 -0.06 -0.02 0.505
H 3.84855 4.42063 -0.97270 0.00 0.00 -0.01 0.480
H 4.15114 6.84636 -1.27622 -0.01 0.02 -0.02 0.455
H 2.18019 8.33406 -1.43426 0.00 0.00 0.02 0.454
H -0.11066 7.41819 -1.23064 0.02 0.02 0.00 0.465
H -0.45171 5.00658 -0.88521 0.00 -0.03 0.00 0.434
H 4.19727 1.21937 -1.30593 -0.04 -0.09 0.01 0.473
H 6.37051 0.61450 -0.33962 -0.01 0.02 -0.01 0.482
H 6.87220 1.14307 2.02304 0.00 0.01 -0.02 0.463
H 5.20157 2.32260 3.41935 0.02 -0.01 -0.01 0.469
H 2.98381 2.87018 2.50177 0.02 -0.05 0.08 0.515
C -6.03066 -3.37929 -0.04130 0.03 0.13 -0.01 -1.302
C -5.18159 -3.01678 -1.25478 -0.11 -0.13 0.00 -0.637
C -3.82296 -2.43348 -0.87251 0.00 -0.08 -0.15 0.080
C -3.11377 -1.83625 -2.08493 -0.34 0.13 0.88 -0.925
Ge -1.19329 -1.51748 -2.12662 -2.26 -1.68 -2.61 0.579
C -0.09739 -3.06365 -2.82475 0.97 0.04 0.95 -0.821
C -0.04462 -4.39608 -2.11323 -0.23 -0.27 -0.18 -0.427
C -1.34371 -5.19522 -2.21592 -0.04 0.03 0.08 0.008
C -1.29630 -6.51460 -1.45650 0.07 -0.01 -0.06 -1.246
H -6.93661 -3.90059 -0.34436 0.02 -0.04 0.04 0.391
H -6.34065 -2.48379 0.50195 0.03 0.01 0.00 0.319
H -5.48173 -4.01751 0.65536 -0.02 -0.07 -0.05 0.313
H -5.72217 -2.30810 -1.88821 0.01 0.05 0.04 0.386
H -5.02343 -3.90476 -1.87436 0.04 0.01 0.01 0.339
H -3.21646 -3.22361 -0.41517 -0.02 0.03 0.07 0.072
H -3.97285 -1.65344 -0.12079 0.03 0.00 0.01 0.355
H -3.57441 -0.88316 -2.35299 0.03 0.00 -0.05 0.559
H -3.22658 -2.48499 -2.96611 0.20 -0.05 0.01 0.483
H -1.26150 -0.74804 -3.47389 0.46 0.56 0.28 -0.027
H 0.90529 -2.66423 -2.97388 -0.02 0.02 -0.13 0.275
H -0.58766 -3.13727 -3.80493 -0.22 0.24 0.10 0.656
H 0.27703 -4.30621 -1.06929 0.00 0.05 -0.01 0.069
H 0.75030 -4.96841 -2.60880 0.02 -0.02 0.09 0.553
H -1.54798 -5.39650 -3.27122 0.01 0.06 -0.01 0.403
H -2.18288 -4.58987 -1.85312 0.00 0.00 0.03 -0.117
H -0.44641 -7.12008 -1.77668 -0.03 0.00 -0.04 0.363
H -2.20123 -7.09423 -1.63118 0.01 -0.01 0.02 0.409
H -1.19652 -6.35436 -0.38314 -0.04 0.01 -0.02 0.103
C 2.25527 -1.11200 1.28343 -0.04 0.20 0.13 -0.856
O 1.19806 -0.42103 0.58911 0.71 -0.16 0.45 0.185
H 2.91471 -0.37563 1.73720 0.00 0.04 -0.01 0.180
H 2.79576 -1.71467 0.55708 0.01 0.00 -0.03 0.279
H 1.80473 -1.73626 2.05234 -0.03 -0.02 0.00 0.354
```
Positions in Å, forces in eV/Å.

As for the orbital gap (alpha / beta): 0.1347 / 0.1346 Eh. The charge is +3. The energy above the lowest of the compared OMol25 structures with the same formula, charge and spin comes out at 77.14 kcal/mol. As for the lowest unoccupied orbital energy (alpha / beta): -12.83 / -12.83 eV.

---

[2]
C32H41ClIN4O4Sn | ωB97M-V/def2-TZVPD

```
84
Properties=species:S:1:pos:R:3:forces:R:3:mulliken_charge:R:1
Sn 0.13227 0.46457 0.75126 0.22 -0.23 0.67 1.285
C -3.13978 2.37772 0.70112 0.10 0.00 -0.02 -0.780
O -2.47870 1.43990 1.53099 -0.09 -0.13 0.12 0.279
C -2.70679 1.69848 2.90572 -0.07 0.01 -0.03 -0.526
C -2.03499 0.63328 3.74058 0.11 0.00 -0.08 -0.812
O -0.62143 0.63463 3.64687 -0.08 -0.01 0.15 -0.342
C 0.05870 1.61548 4.41880 -0.03 -0.01 -0.11 -0.773
C 0.63245 2.72325 3.56307 0.05 -0.04 0.01 -0.090
O 1.67682 2.17395 2.77601 -0.01 -0.03 -0.02 -0.271
C 2.41251 3.17636 2.09132 -0.03 -0.02 0.06 -0.565
H -4.22256 2.33217 0.85305 -0.02 0.01 -0.01 0.414
H -2.78273 3.39174 0.89706 -0.02 0.04 0.00 0.124
H -2.90471 2.12180 -0.33088 -0.02 0.00 -0.04 0.073
H -2.33605 2.69823 3.16119 -0.01 0.03 0.03 0.345
H -3.78503 1.67649 3.11241 0.00 0.02 0.01 0.471
H -2.34744 0.73825 4.78475 -0.03 0.01 0.01 0.417
H -2.35855 -0.34598 3.38253 0.00 -0.01 0.03 0.212
H -0.60000 2.02966 5.18886 -0.01 0.04 -0.04 0.440
H 0.88808 1.10651 4.91441 -0.01 0.02 0.05 0.343
H -0.12394 3.17270 2.90890 -0.03 0.01 0.00 -0.174
H 1.02891 3.50861 4.22038 0.03 -0.01 -0.02 0.578
H 2.82020 3.89962 2.80379 0.03 0.03 -0.01 0.426
H 3.23509 2.67888 1.58031 0.01 0.00 -0.04 0.048
H 1.78091 3.69176 1.36508 0.00 0.04 -0.02 0.140
Cl -0.45870 3.92204 -5.52240 0.00 -0.04 0.09 -0.258
C -0.35764 3.49972 -3.83943 0.00 0.10 -0.06 0.438
C -0.51006 4.46512 -2.88813 0.01 -0.01 -0.06 -0.324
C -0.41729 4.15135 -1.52138 0.00 0.07 0.15 -0.057
I -0.67304 5.64935 -0.10237 0.03 0.03 -0.01 0.012
C -0.16075 2.86948 -1.06843 -0.11 0.07 -0.37 -1.274
O -0.06434 2.53740 0.18119 0.14 0.01 0.06 0.267
C -0.02556 1.86021 -2.08194 0.03 -0.06 -0.02 0.563
N 0.20475 0.59055 -1.63848 -0.13 0.17 -0.18 1.372
C 0.36940 -0.37446 -2.51672 0.07 -0.10 0.03 -0.399
C 0.30010 -0.16643 -3.90063 0.01 0.03 0.03 -1.153
C 0.05512 1.09412 -4.36817 0.00 0.05 0.01 -1.132
C -0.11176 2.16023 -3.45893 -0.01 -0.09 -0.08 0.083
H -0.69937 5.48469 -3.19289 -0.01 0.02 0.02 0.449
H 0.58630 -1.35792 -2.12286 -0.02 -0.01 0.03 0.083
H 0.44635 -0.99758 -4.57459 0.01 -0.03 -0.01 0.538
H -0.00217 1.29148 -5.42940 -0.01 0.01 -0.02 0.460
N 6.72724 0.63916 0.33479 -0.05 -0.01 -0.02 -0.458
C 5.38452 0.46976 0.32877 0.12 0.03 0.01 1.036
C 4.71188 -0.06852 1.43373 -0.05 -0.03 0.02 -0.868
C 3.34818 -0.21980 1.37855 -0.10 -0.10 0.08 -0.586
N 2.60127 0.10867 0.31848 -0.02 0.36 -0.31 0.595
C 3.24631 0.63121 -0.73634 0.17 -0.06 0.21 -0.690
C 4.60607 0.82544 -0.78175 -0.07 -0.02 -0.02 -1.098
H 7.27006 0.43213 1.15191 0.01 -0.01 0.01 0.188
H 7.19878 1.04700 -0.45045 0.01 0.02 -0.01 0.186
H 5.25375 -0.35667 2.32379 0.00 -0.02 0.03 0.362
H 2.81177 -0.62750 2.22779 -0.03 0.03 0.04 0.487
H 2.63811 0.91097 -1.58157 -0.07 0.05 -0.11 0.478
H 5.06390 1.25304 -1.66311 0.00 0.01 -0.03 0.387
C -3.90451 -0.80347 -2.15798 0.03 0.01 0.05 -1.817
C -3.07643 -1.29000 -0.96909 0.05 0.08 0.02 2.900
C -3.94290 -1.44208 0.29046 -0.02 0.01 -0.01 -1.467
C -2.37118 -2.58350 -1.22273 0.10 -0.06 -0.06 0.135
C -2.96027 -3.59087 -1.95145 0.15 0.07 0.11 -0.929
C -2.29171 -4.80406 -2.11117 0.04 -0.03 -0.04 -0.791
C -1.03312 -5.06898 -1.56585 0.01 0.03 -0.07 -1.163
C -0.39058 -4.11727 -0.81291 -0.15 -0.15 -0.11 1.131
C 0.94212 -4.41610 -0.20081 0.02 0.03 0.13 0.418
C 2.04449 -3.42923 -0.59794 -0.03 0.23 0.08 -1.292
C 0.79780 -4.50601 1.32559 0.10 0.04 0.05 -1.489
C -1.03370 -2.81387 -0.61429 -0.50 -0.18 0.00 -0.342
N -0.44157 -1.91013 0.06043 0.02 0.29 -0.23 -0.214
H -4.25197 0.21139 -1.96417 -0.01 0.02 0.00 0.422
H -4.78983 -1.41860 -2.32163 -0.02 -0.03 0.00 0.431
H -3.32076 -0.78950 -3.07940 0.02 0.01 -0.01 0.450
H -2.30796 -0.54626 -0.73897 0.01 -0.06 -0.01 -1.287
H -4.72393 -2.18914 0.13664 -0.01 0.00 -0.02 0.424
H -4.41611 -0.48828 0.52147 -0.02 0.02 0.02 0.341
H -3.34198 -1.74292 1.14828 0.03 0.01 0.01 0.312
H -3.93351 -3.45780 -2.40136 -0.03 -0.01 -0.01 0.402
H -2.77167 -5.58273 -2.69332 -0.01 -0.01 0.01 0.412
H -0.56977 -6.03162 -1.73712 -0.01 -0.03 -0.01 0.472
H 1.22915 -5.40137 -0.57490 0.03 -0.05 0.02 0.679
H 1.87186 -2.44191 -0.15297 0.06 -0.34 -0.10 0.009
H 2.10513 -3.31434 -1.68150 0.02 -0.03 -0.06 0.328
H 3.00247 -3.81449 -0.25196 0.08 0.00 0.00 0.567
H 0.49734 -3.54022 1.72940 0.02 -0.02 -0.01 0.176
H 1.75601 -4.78528 1.76446 0.01 -0.03 0.01 0.438
H 0.06066 -5.25368 1.61813 -0.02 -0.03 -0.01 0.397
```
Positions in Å, forces in eV/Å.

As for the orbital gap (alpha / beta): 0.2012 / 0.2013 Eh. The charge is +1. The energy above the lowest of the compared OMol25 structures with the same formula, charge and spin comes out at 7.65 kcal/mol. As for the lowest unoccupied orbital energy (alpha / beta): -4.48 / -4.48 eV.

---

[3]
C32H41FMoN4Si | ωB97M-V/def2-TZVPD

```
80
Properties=species:S:1:pos:R:3:forces:R:3:lowdin_spin:R:1
Mo -0.42659 0.01068 -0.73979 0.68 1.42 -0.53 1.679
C 4.19471 -0.53551 1.48011 -0.18 0.11 -0.04 0.000
C 3.00221 0.30688 1.95581 0.10 0.11 -0.07 0.000
C 3.46681 1.34388 2.98161 -0.13 0.00 -0.23 0.000
C 1.93601 -0.61521 2.50911 -0.12 0.01 -0.29 0.001
C 2.27451 -1.49002 3.53331 -0.18 0.04 -0.02 0.000
C 1.37501 -2.42302 4.00691 -0.05 -0.04 -0.05 0.001
C 0.13521 -2.54552 3.40691 0.09 0.10 -0.02 0.000
C -0.25289 -1.68692 2.38691 -0.06 -0.07 0.07 0.002
C -1.61979 -1.90342 1.76511 0.18 0.40 0.02 0.002
C -2.54879 -0.69472 1.90701 0.05 -0.04 -0.09 0.002
C -1.47089 -2.40882 0.33361 -0.22 -0.03 0.52 0.002
C 0.63601 -0.67882 1.97541 0.21 -0.91 0.59 0.012
N 0.21371 0.31798 1.05931 -0.19 -0.40 -0.19 -0.019
C 0.15341 1.60218 1.57761 -0.23 1.43 -0.01 0.004
C 0.09841 1.93518 2.93771 -0.17 -0.17 -0.33 -0.004
C 0.03141 3.25958 3.33371 0.01 0.01 -0.08 0.001
C 0.02321 4.28388 2.39801 0.03 -0.19 -0.04 -0.004
C 0.10791 3.99048 1.04251 0.05 -0.10 -0.39 0.001
C 0.16611 2.67028 0.67411 0.01 -0.19 0.84 -0.002
F 0.28951 2.29658 -0.67729 -0.30 -0.40 -0.03 0.011
H 4.87721 0.07788 0.89751 0.14 0.10 -0.06 0.000
H 3.85811 -1.36482 0.86161 0.07 -0.04 0.07 0.000
H 4.74861 -0.94122 2.32091 0.08 -0.06 0.12 0.000
H 2.60381 0.83909 1.07901 0.02 -0.11 0.18 0.000
H 3.84471 0.85768 3.87641 0.05 -0.05 0.13 0.000
H 2.65441 2.00929 3.26451 0.04 0.05 0.07 0.000
H 4.26971 1.94418 2.56161 0.10 0.09 -0.01 0.000
H 3.25571 -1.43662 3.97271 0.20 0.03 0.07 0.000
H 1.64381 -3.06832 4.82521 0.07 -0.14 0.13 0.000
H -0.55259 -3.30382 3.74921 -0.08 -0.09 0.03 0.000
H -2.09379 -2.72242 2.31991 0.13 0.03 -0.14 0.000
H -2.26659 0.14639 1.25451 -0.23 -0.16 0.31 0.001
H -2.52579 -0.35112 2.93961 -0.02 0.12 0.00 0.000
H -3.57259 -0.97641 1.67051 -0.05 0.06 -0.07 0.000
H -0.87169 -1.67232 -0.31539 -0.35 -1.71 0.30 0.012
H -2.43919 -2.57872 -0.13539 0.14 0.27 -0.32 0.000
H -0.90349 -3.34062 0.32291 0.23 0.19 -0.25 0.000
H 0.12001 1.14188 3.66931 -0.04 -0.05 0.08 0.000
H -0.00019 3.49498 4.38651 -0.05 0.01 0.07 0.000
H -0.03809 5.31108 2.71361 0.02 0.15 0.03 0.000
H 0.14221 4.77108 0.29941 -0.03 0.08 -0.11 0.000
N 5.49611 -0.99022 -2.31279 0.05 -0.10 -0.05 0.006
C 4.18901 -0.86082 -2.11539 -0.40 0.01 0.15 0.004
C 3.51051 0.33498 -2.44469 -0.29 -0.04 0.09 0.002
C 2.19641 0.48668 -2.10019 0.23 0.44 -0.21 0.008
N 1.47211 -0.45422 -1.44379 -0.02 0.04 -0.45 0.016
C 2.08491 -1.63762 -1.22879 0.16 -0.52 0.26 0.012
C 3.39001 -1.88672 -1.54899 -0.16 0.11 -0.14 0.000
H 6.03491 -0.23992 -2.71589 0.00 -0.09 0.01 0.000
H 5.98271 -1.83602 -2.06419 0.01 0.02 -0.05 0.000
H 4.03151 1.13368 -2.95179 -0.05 0.09 -0.01 0.000
H 1.68701 1.41408 -2.35049 0.09 -0.12 0.10 0.001
H 1.48431 -2.40472 -0.74419 0.15 0.08 -0.06 0.002
H 3.80551 -2.86012 -1.34159 0.05 -0.08 0.06 0.000
C -1.04269 0.41998 -4.40699 -0.57 -0.54 0.20 0.009
Si -2.10989 -0.84352 -3.44169 0.75 -0.70 -0.83 0.020
C -1.12439 -2.47782 -3.28969 -0.43 0.71 -0.11 0.006
C -3.87109 -1.13832 -4.07359 0.65 0.20 0.39 0.001
N -2.04099 -0.16702 -1.80539 0.63 -0.41 0.06 0.157
C -3.03309 0.64908 -1.30309 -1.08 1.26 0.54 0.016
C -2.80149 2.03358 -1.23209 0.17 -0.26 -0.18 0.013
C -3.75009 2.87838 -0.68289 -0.20 0.12 0.19 0.001
C -4.94599 2.36579 -0.20379 0.26 0.12 -0.07 0.009
C -5.20229 1.00358 -0.30799 0.04 -0.03 -0.09 0.002
C -4.26619 0.15098 -0.85729 0.18 0.04 0.01 0.007
H -0.74839 0.02978 -5.37569 0.08 -0.10 -0.21 0.001
H -0.12519 0.66308 -3.85789 -0.08 -0.10 0.00 0.000
H -1.57689 1.34748 -4.59349 -0.11 0.17 0.05 0.000
H -0.99639 -2.89282 -4.28319 0.12 -0.11 -0.26 0.001
H -1.65349 -3.22922 -2.71059 -0.13 -0.06 0.16 0.000
H -0.12499 -2.34991 -2.86479 0.01 0.06 -0.04 0.002
H -3.86359 -1.24692 -5.15539 0.12 0.02 -0.16 0.000
H -4.55069 -0.32422 -3.83239 -0.01 0.13 0.03 0.000
H -4.28719 -2.05822 -3.66569 0.03 -0.06 0.11 0.000
H -1.91889 2.43448 -1.72619 -0.06 0.01 0.15 0.000
H -3.56659 3.94148 -0.65699 0.01 0.10 0.02 0.000
H -5.68549 3.02578 0.22241 -0.06 0.05 0.02 0.000
H -6.14849 0.61708 0.03201 -0.14 -0.11 0.05 0.000
H -4.47039 -0.90462 -0.94709 -0.03 -0.17 0.00 0.001
```
Positions in Å, forces in eV/Å.

As for the orbital gap (alpha / beta): 0.2331 / 0.2333 Eh. As for the expectation value of S²: 2.026. Its multiplicity is 3. The charge is +2. The energy above the lowest of the compared OMol25 structures with the same formula, charge and spin comes out at 29.38 kcal/mol. As for the lowest unoccupied orbital energy (alpha / beta): -7.04 / -7.23 eV.